A structure of composition C15H39AsNO6RuSSi3, computed with the ωB97M-V functional and the def2-TZVPD basis.

Results
E_tot, eV: -127855.504
Energy relative to the best compared isomer or geometry (same formula, charge and spin), kJ/mol: 0.0
Net charge: -1
<S²>: 6.030
Spin multiplicity: 5

Structure (XYZ):
```
67
C15H39AsNO6RuSSi3 | the Open Molecules 2025 dataset | the ωB97M-V functional and the def2-TZVPD basis
C 2.919 0.148 3.046
H -0.897 3.091 4.138
N 5.669 -2.090 -0.307
H 1.429 2.657 -1.990
H 2.682 0.468 -1.573
H 6.473 -1.514 -0.460
C -0.926 2.192 3.512
S 0.179 -2.888 -1.401
O 1.052 -1.824 -1.877
O 3.479 -2.232 0.175
H 3.306 0.607 3.954
H -3.377 2.024 -1.636
H 5.792 -3.061 -0.086
C 4.362 -0.032 -0.308
H 0.390 3.932 -1.339
C -2.571 2.671 -1.992
H -3.701 -4.473 0.423
Si -0.898 1.824 -1.741
C -3.127 -4.093 -2.814
H -0.755 1.026 -4.068
H -2.643 3.620 -1.462
O 0.180 -4.106 -2.170
H -3.941 -0.999 -2.149
Si -2.756 -3.005 -1.345
As -0.782 0.794 0.350
H 1.921 2.848 1.667
H 3.527 -0.710 2.754
H -0.077 -2.058 3.818
H -4.981 -1.927 -1.055
C -0.284 -1.512 2.892
C 4.431 -1.537 -0.129
O 1.599 -0.285 3.342
H 1.214 4.172 2.609
H -1.916 1.739 3.612
H -0.991 -0.705 3.120
H -2.848 3.554 1.178
H 5.057 0.233 -1.117
H -3.661 -0.921 -0.407
C -2.729 -4.014 0.221
C -3.956 -1.585 -1.225
H -1.975 -4.801 0.145
O 0.335 -3.066 0.042
H 2.910 0.868 2.231
H 4.804 0.386 0.607
C 0.438 3.118 -2.063
H -2.459 -3.379 1.068
H -1.616 -0.153 -3.055
O -1.285 -2.252 -1.583
C 0.994 -0.952 2.357
H -3.159 -3.501 -3.733
H -0.730 -2.178 2.159
H 0.330 3.549 -3.064
C 1.094 3.555 1.711
H -1.874 4.755 2.051
C 2.957 0.505 -0.513
Si -0.575 2.661 1.721
Ru 1.294 -0.701 0.374
H -4.085 -4.611 -2.705
C -1.848 3.983 1.275
H -0.189 1.485 3.891
H 1.182 4.206 0.840
H -1.594 4.467 0.331
H -2.332 -4.834 -2.917
H 2.897 1.549 -0.197
C -0.765 0.533 -3.090
H 0.136 -0.082 -2.983
H -2.734 2.863 -3.059
```